[1]
Molecular formula: C4H8N4O2
Method: DFT, the ωB97M-V functional and the def2-TZVPD basis

```
18
Properties=species:S:1:pos:R:3:forces:R:3:nbo_charge:R:1
C -0.480839 1.633664 0.402054 2.3 2.6 1.6 0.072
C 0.145985 0.056058 2.054159 -0.3 -0.7 0.4 -0.114
C -0.847336 0.713955 -0.549224 1.4 0.8 -1.3 -0.341
C 0.797242 -0.855521 -0.074784 -1.8 -1.4 0.1 0.338
N 0.043242 1.400260 1.543107 -0.5 -1.6 1.6 -0.467
N 0.247153 -1.194558 1.146045 2.3 3.5 0.1 -0.602
N 0.624497 -1.742906 -1.101486 1.9 1.0 0.0 -0.770
N -0.486209 1.022307 -1.881823 -1.2 -1.7 1.8 0.508
O -0.738696 0.072937 -2.616088 -0.2 -0.4 -2.0 -0.492
O 0.135770 2.015490 -2.188343 0.4 0.6 -0.3 -0.432
H -0.271085 2.690427 0.224399 -0.8 0.0 -1.0 0.212
H 0.890529 0.088228 2.822026 1.5 -0.3 -0.2 0.203
H -0.628338 -0.271922 2.716688 -1.5 0.4 0.1 0.190
H -1.544231 -0.018858 -0.318245 -1.0 -1.3 -0.5 0.215
H 1.701531 -0.122875 -0.081499 -1.9 -1.5 0.0 0.256
H -0.586870 -1.726015 1.252892 -0.4 -0.6 -0.8 0.395
H -0.170240 -2.257083 -1.449020 -0.6 0.3 1.1 0.427
H 1.167896 -1.503587 -1.900857 0.4 0.2 -0.6 0.402
```
Positions in Å, forces in eV/Å.

Its LUMO energy is 0.28 eV. As for the largest force on an atom: 4.254 eV/A. The value obtained for the HOMO-LUMO gap is 0.308 hartree. The value obtained for the energy above the lowest of the compared OMol25 structures with the same formula, charge and spin is 136.5 kcal per mole. Its molar mass is 144.134 g mol⁻¹. Its multiplicity is 1. As for the HOMO energy: -0.2977 Ha.

[2]
Molecular formula: C4H8N5O2PS
Method: DFT, the ωB97M-V functional and the def2-TZVPD basis

```
21
Properties=species:S:1:pos:R:3:forces:R:3:nbo_charge:R:1
C 2.424669 -1.499322 0.556040 0.1 -1.8 0.4 -0.463
N 3.190813 -0.510670 -0.294852 -1.1 0.7 -0.3 -0.640
C 2.677874 0.918283 -0.118673 -1.3 -0.1 -0.5 -0.264
C 1.004149 0.809914 -0.059496 2.2 1.0 -0.1 0.339
N 0.400621 0.421592 -1.299282 1.0 1.1 3.9 -0.194
N -0.899865 0.293786 -1.240003 -0.7 0.8 4.0 -0.165
C -1.449754 0.568473 0.049752 -1.0 0.1 -0.5 -0.029
P -3.384866 0.312374 0.154460 -0.7 -0.7 0.2 1.621
O -4.048629 1.340259 -1.095044 -0.1 -3.2 1.7 -0.940
O -3.619588 -1.415404 -0.183737 2.7 2.9 -0.9 -0.939
S -4.098112 0.629744 1.936422 0.4 0.0 -1.4 -0.494
N -0.856826 0.996602 1.277229 -1.0 -1.3 -3.8 -0.121
N 0.443711 1.124988 1.220580 0.6 -1.1 -4.0 -0.184
H 3.117055 -2.451558 0.753142 -1.4 2.1 -0.5 0.220
H 2.142919 -1.097743 1.631796 0.6 -0.5 -2.4 0.223
H 1.454130 -1.942164 0.024182 1.8 1.1 1.2 0.181
H 3.153638 -0.793119 -1.317769 -0.1 0.5 1.9 0.375
H 2.974507 1.628489 -1.029186 -0.6 -1.8 1.9 0.235
H 3.115823 1.398773 0.858691 -1.2 -1.1 -1.8 0.231
H -5.001262 1.019480 -1.242392 1.8 0.7 0.4 0.512
H -2.741007 -1.752777 -0.581862 -2.0 0.7 0.6 0.497
```
Positions in Å, forces in eV/Å.

Its LUMO energy is -1.41 eV. As for the largest force on an atom: 4.171 eV/A. The value obtained for the HOMO-LUMO gap is 0.287 hartree. Its SMILES is CNCc1nnc(P(O)(O)=S)nn1. Its molar mass is 221.182 g mol⁻¹. Its multiplicity is 1. As for the HOMO energy: -0.3392 Ha.

[3]
Molecular formula: C4H8N5S
Method: DFT, the ωB97M-V functional and the def2-TZVPD basis

```
18
Properties=species:S:1:pos:R:3:forces:R:3:nbo_charge:R:1
C 0.467470 2.691913 2.548757 -0.2 -0.8 -0.6 0.143
C 0.181901 -1.213158 -0.979148 1.5 -0.1 0.3 -0.248
C -1.072857 -1.375262 -0.083218 2.0 -1.2 1.5 -0.583
C -1.291780 1.452720 -0.046395 1.4 -1.5 0.9 0.027
N 0.544801 1.345411 2.856567 -1.6 -0.6 -1.3 -0.150
N -0.206731 2.899322 1.452059 0.7 0.8 -0.4 -0.202
N -0.148749 0.729481 1.950058 1.4 0.0 0.4 -0.019
N -0.514730 1.659488 1.024657 0.2 0.8 2.7 -0.105
N 0.798451 0.073705 -0.869090 0.2 1.5 -0.9 -0.818
S -2.099717 0.065504 -0.369377 -1.3 -0.8 -1.1 0.589
H 0.945919 3.409499 3.181820 -0.1 0.5 -0.1 0.250
H 1.001111 -1.893736 -0.648867 -1.2 -0.5 -0.2 0.240
H -0.016266 -1.393308 -2.021111 -0.4 -0.3 -0.3 0.221
H -1.601426 -2.270107 -0.457184 -0.3 0.7 0.3 0.283
H -0.670190 -1.599982 0.973834 -1.3 0.8 -1.4 0.288
H -1.427607 2.327121 -0.617451 -0.7 1.0 -0.6 0.284
H 1.499003 0.120636 -0.120632 -0.2 0.1 -0.8 0.392
H 1.126363 0.436536 -1.788793 0.0 -0.4 1.4 0.409
```
Positions in Å, forces in eV/Å.

Its LUMO energy (alpha / beta) is -6.33 / -6.33 eV. Its charge is +1. As for the largest force on an atom: 2.812 eV/A. The value obtained for the HOMO-LUMO gap (alpha / beta) is 0.285 / 0.285 hartree. The value obtained for the energy above the lowest of the compared OMol25 structures with the same formula, charge and spin is 79.0 kcal per mole. Its molar mass is 158.210 g mol⁻¹. Its multiplicity is 1. As for the HOMO energy (alpha / beta): -0.5173 / -0.5173 Ha.

[4]
Molecular formula: C4H8NO
Method: DFT, the ωB97M-V functional and the def2-TZVPD basis

```
14
Properties=species:S:1:pos:R:3:forces:R:3:nbo_charge:R:1
C 1.365335 1.333032 1.101098 -0.3 0.1 -0.4 -0.216
O 0.339887 1.654808 0.253932 0.3 0.4 -0.1 -0.942
H 1.716739 0.284485 0.970576 0.1 -0.1 0.1 0.102
H 2.256996 1.972696 0.937152 0.1 0.0 0.1 0.108
H 1.101559 1.441758 2.177323 0.1 0.0 0.1 0.098
C -1.391727 -1.327152 -0.277819 -0.1 0.2 0.7 -0.119
C -1.582462 -0.214526 0.423809 0.9 0.6 -0.2 -0.492
C 0.400446 -0.887764 -1.662264 0.3 0.5 0.2 -0.060
N -0.166912 -1.716502 -0.899174 -0.7 -0.6 -0.9 -0.450
H -2.166102 -2.080468 -0.407952 0.1 -0.2 0.1 0.154
H -0.719468 0.654538 0.412526 -0.8 -0.7 0.3 0.326
H -2.532036 -0.066458 0.931875 -0.2 -0.1 -0.2 0.160
H 1.187971 -1.238522 -2.330409 0.4 0.0 0.3 0.134
H 0.189776 0.190074 -1.630678 -0.3 -0.1 -0.2 0.198
```
Positions in Å, forces in eV/Å.

Its LUMO energy is 4.38 eV. Its charge is -1. As for the largest force on an atom: 1.343 eV/A. The value obtained for the HOMO-LUMO gap is 0.263 hartree. The value obtained for the energy above the lowest of the compared OMol25 structures with the same formula, charge and spin is 11.6 kcal per mole. Its molar mass is 86.114 g mol⁻¹. Its multiplicity is 1. As for the HOMO energy: -0.1018 Ha.

[5]
Molecular formula: C4H8NO
Method: DFT, the ωB97M-V functional and the def2-TZVPD basis

```
14
Properties=species:S:1:pos:R:3:forces:R:3:nbo_charge:R:1
C -0.289354 2.085771 0.187271 1.6 3.9 -0.4 -0.673
C 0.846933 1.367936 -0.067323 0.9 -2.2 1.6 0.019
N 1.075024 -0.009859 0.150748 0.1 0.4 -0.8 -0.184
O 2.116874 -0.580967 -0.670345 -1.2 0.5 1.1 -0.822
C 0.096839 -1.020818 0.611347 0.0 -0.8 -0.2 -0.209
C -0.881014 -1.458274 -0.563934 0.1 -0.5 2.4 -0.619
H -0.300436 3.301654 0.234637 0.6 -3.0 -0.3 0.163
H -1.278183 1.769178 0.286031 -1.2 -1.2 0.2 0.178
H 1.897322 1.760241 -0.222109 -1.6 0.1 -0.3 0.207
H -0.624358 -0.643550 1.420133 1.3 -0.1 -0.8 0.168
H 0.719410 -1.935361 1.036850 -1.2 1.9 -0.9 0.192
H -1.264999 -0.509255 -0.862270 -0.6 0.4 -0.8 0.204
H -0.415164 -1.997403 -1.349021 0.8 -0.1 -0.8 0.210
H -1.698895 -2.129297 -0.192021 0.4 0.7 -0.1 0.166
```
Positions in Å, forces in eV/Å.

Its LUMO energy is 4.33 eV. Its charge is -1. As for the largest force on an atom: 4.187 eV/A. The value obtained for the HOMO-LUMO gap is 0.217 hartree. Its SMILES is C=CN([O-])CC. The value obtained for the energy above the lowest of the compared OMol25 structures with the same formula, charge and spin is 31.7 kcal per mole. Its molar mass is 86.114 g mol⁻¹. Its multiplicity is 1. As for the HOMO energy: -0.0583 Ha.

[6]
Molecular formula: C4H8NO
Method: DFT, the ωB97M-V functional and the def2-TZVPD basis

```
14
Properties=species:S:1:pos:R:3:forces:R:3:nbo_charge:R:1
C -1.105807 -1.023180 0.411371 0.8 2.5 0.2 -0.327
C -1.996111 -0.436958 -0.389204 0.8 -0.4 0.6 0.179
C -0.544378 0.511433 0.630391 -1.8 -3.1 0.0 0.211
C 1.582625 -0.273019 -0.412746 0.5 -0.7 -0.4 -0.425
N 0.792531 0.872014 0.094819 0.0 0.5 -0.2 -0.519
O -1.551350 0.871471 -0.317445 0.0 1.1 -0.5 -0.489
H -0.878302 -1.964198 0.850494 0.0 -0.4 0.1 0.253
H -2.840703 -0.707304 -0.991655 -0.3 0.0 -0.1 0.240
H -0.730446 0.931350 1.617178 0.2 0.2 -0.1 0.233
H 1.861501 -0.915894 0.419238 -0.1 0.1 0.0 0.239
H 0.982800 -0.847129 -1.117427 0.0 0.2 0.1 0.252
H 2.482393 0.082636 -0.910340 -0.1 0.2 0.1 0.245
H 0.597264 1.524813 -0.681372 0.1 -0.1 0.3 0.462
H 1.347987 1.373964 0.796693 -0.2 0.0 -0.2 0.447
```
Positions in Å, forces in eV/Å.

Its LUMO energy is -3.55 eV. Its charge is +1. As for the largest force on an atom: 3.629 eV/A. The value obtained for the HOMO-LUMO gap is 0.381 hartree. The value obtained for the energy above the lowest of the compared OMol25 structures with the same formula, charge and spin is 47.5 kcal per mole. Its molar mass is 86.114 g mol⁻¹. Its multiplicity is 1. As for the HOMO energy: -0.5118 Ha.